Density functional theory data (ωB97M-V with the def2-TZVPD basis set) for C36H36N6O2PPtS4Si as an isolated structure.

Geometry as XYZ:
```
87
Properties=species:S:1:pos:R:3
Pt -0.83860 0.60633 -0.26369
S 0.64060 -1.18183 -1.05298
S 1.17579 0.64735 1.64801
S -2.61953 -1.86589 2.14245
S -4.24893 6.60937 2.47669
P 1.98469 -0.57599 0.32547
Si 0.00538 2.01024 -1.93304
O -3.85579 -2.57944 1.96576
O -2.56315 -0.88901 3.19948
N -2.35363 -0.78909 -1.48114
N -2.25272 -1.03864 0.77430
N -2.58574 -2.97997 -0.57597
N -3.66283 4.97651 4.46448
N 1.42187 -5.88556 3.80719
N -1.84288 2.11634 0.68303
C 2.44211 -3.34037 0.51772
C 0.61172 -3.60913 3.77549
C 3.41019 0.23558 -0.49496
C -3.74434 2.51118 -3.82366
C 3.95908 -0.34146 -1.63771
C 5.05362 0.24265 -2.25364
C -3.45335 3.39697 -4.85118
C -2.74465 2.10327 -2.94783
C -1.53285 -4.39581 2.18656
C -2.51823 2.92065 2.83446
C -3.04117 4.13934 2.29679
C -2.42604 -1.64809 -0.41871
C 4.09994 -1.93141 1.54484
C 1.24627 1.33802 -3.19649
C 4.89746 -3.04066 1.77802
C -1.96133 1.97310 2.03136
C 5.07107 1.97471 -0.58377
C 3.24770 -4.44866 0.74511
C -2.57971 -3.45097 -1.80838
C -0.60981 -5.33307 2.61756
C -3.63104 5.15268 3.09030
C 4.48148 -4.29770 1.35816
C 5.61124 1.40114 -1.72548
C -0.31722 -2.67511 3.35683
C 2.87679 -2.07349 0.89310
C 0.47139 -4.95072 3.41621
C -1.16214 3.45619 -4.11977
C -2.90677 4.25853 0.88221
C -2.15661 3.87280 -4.99398
C -1.42863 2.56037 -3.08062
C -2.32279 -1.30211 -2.70578
C 0.81983 3.59360 -1.30653
C -2.32766 3.27653 0.14475
C -2.42079 -2.65855 -2.93893
C -1.38884 -3.06898 2.56654
C 3.96782 1.39395 0.03213
H -2.55440 2.70671 3.89423
H 3.50934 -1.24128 -2.04370
H -2.99295 1.42378 -2.14337
H 1.44762 -3.30280 4.39630
H 2.03150 -5.61457 4.55849
H -3.65652 4.02768 4.80531
H -2.37432 -3.06862 -3.93697
H -4.31857 5.57877 4.93121
H -1.61319 1.04487 2.45668
H 5.46447 -0.19488 -3.15522
H -4.75493 2.13822 -3.69824
H -2.22538 -0.58443 -3.51557
H -2.38623 -4.67363 1.58304
H 5.12276 -5.15831 1.50712
H -2.69455 -4.52929 -1.89631
H 4.43703 -0.94712 1.85038
H 1.15109 1.90323 -4.12944
H 1.08165 4.21596 -2.16867
H 3.52348 1.83747 0.91512
H 2.26420 1.45244 -2.82754
H 5.50245 2.88054 -0.17562
H 6.46548 1.85984 -2.20883
H 5.85655 -2.92352 2.26772
H 0.16176 4.17105 -0.65281
H -0.24877 -1.64158 3.66519
H 2.90906 -5.42875 0.43206
H -2.23444 3.39322 -0.92249
H -0.15515 3.84367 -4.25047
H -1.92286 4.57136 -5.78949
H -0.72908 -6.37876 2.35087
H -4.23165 3.72111 -5.53138
H 1.73732 3.36460 -0.75595
H -3.27255 5.15226 0.39733
H 1.08261 0.28397 -3.42044
H 1.13789 -6.84855 3.81996
H 1.48107 -3.45032 0.03073
```

**Multiplicity**: 3
**⟨S²⟩**: 2.02
**ΔE to the lowest compared entry with this formula, charge and spin**: 0.000 eV
**HOMO level (alpha / beta)**: -2.70 / -4.73 eV
**Gap between HOMO and LUMO (alpha / beta)**: 0.176 / 0.225 Ha
**Electronic energy**: -114711.38564 eV
**E_LUMO (alpha / beta)**: 2.089 / 1.402 eV
**Net charge**: -1